No. 1
A cluster of 2 separate species, C28H42FN3O7P in total in a non-equilibrium geometry. Source: the OMol25 dataset; level of theory: wB97M-V/def2-TZVPD.

Geometry as XYZ:
```
82
C28H42FN3O7P (wB97M-V/def2-TZVPD)
C 1.728 -4.131 -0.743
C 1.060 -3.293 0.367
C 1.629 -1.883 0.621
C 0.867 -0.640 0.168
F 1.724 0.394 0.505
C -0.478 -0.367 0.874
C -0.650 -1.063 2.227
C -2.111 -1.036 2.721
C -2.262 -0.933 4.253
C -3.337 0.082 4.596
O -4.436 0.016 4.131
O -2.968 1.035 5.501
C -0.801 1.138 1.006
C -0.223 1.882 2.197
O -1.056 1.729 3.360
C -0.361 1.775 4.532
O -0.669 2.481 5.436
C -1.480 -1.025 -0.122
C -0.784 -1.181 -1.496
C -1.650 -0.645 -2.632
C -2.737 -1.698 -2.965
C -4.082 -1.073 -3.250
C -5.225 -1.559 -2.626
C -6.466 -0.984 -2.864
C -6.577 0.086 -3.737
C -5.445 0.565 -4.382
C -4.206 -0.008 -4.140
N 0.613 -0.571 -1.350
N 1.531 -1.328 -2.150
C 0.612 0.815 -1.970
P 2.105 1.883 -1.826
O 1.880 2.937 -0.823
O 3.351 0.944 -1.579
O 2.305 2.421 -3.299
H 2.017 -5.103 -0.358
H 2.649 -3.654 -1.082
H 1.083 -4.270 -1.609
H -0.022 -3.278 0.247
H 1.223 -3.843 1.294
H 2.625 -1.817 0.179
H 1.771 -1.726 1.687
H -0.351 -2.108 2.165
H -0.009 -0.622 2.995
H -2.565 -1.982 2.427
H -2.698 -0.266 2.226
H -1.333 -0.676 4.753
H -2.644 -1.883 4.627
H -2.823 1.886 5.067
H -0.447 1.699 0.151
H -1.883 1.269 1.021
H -0.184 2.944 1.952
H 0.804 1.586 2.424
H 0.482 1.069 4.589
H -1.731 -2.022 0.234
H -2.425 -0.496 -0.220
H -0.717 -2.255 -1.666
H -1.083 -0.457 -3.542
H -2.160 0.275 -2.346
H -2.423 -2.258 -3.847
H -2.862 -2.406 -2.144
H -5.146 -2.397 -1.945
H -7.338 -1.380 -2.362
H -7.538 0.546 -3.920
H -5.532 1.388 -5.078
H -3.336 0.375 -4.661
H 1.128 -2.214 -2.407
H 2.442 -1.390 -1.724
H 0.486 0.605 -3.027
H -0.228 1.417 -1.654
H 3.564 0.924 -0.635
H 2.038 3.354 -3.292
N 7.380 2.478 -0.561
C 6.060 2.459 -0.392
C 5.423 2.853 0.775
C 6.206 3.287 1.836
C 7.580 3.310 1.678
C 8.116 2.899 0.464
H 5.488 2.123 -1.249
H 4.341 2.836 0.845
H 5.751 3.608 2.764
H 8.230 3.643 2.475
H 9.188 2.909 0.304
```

Values from the calculation:
2S+1: 1
Orbital gap, eV: 9.33
Highest occupied orbital energy, eV: -11.7
Energy relative to the best compared isomer or geometry (same formula, charge and spin), kcal per mole: 0.0
Charge: +1

=====

No. 2
A cluster of 2 separate species, C5H13NO in total in a non-equilibrium geometry. Source: the OMol25 dataset; level of theory: wB97M-V/def2-TZVPD.

Geometry as XYZ:
```
20
C5H13NO (wB97M-V/def2-TZVPD)
C -0.637 2.424 1.427
C -0.985 1.483 0.321
C -0.291 1.307 -0.794
C -0.654 0.249 -1.811
C -0.614 -1.169 -1.275
N 0.732 -1.565 -0.937
H -0.303 1.918 2.328
H -1.473 3.065 1.728
H 0.180 3.085 1.168
H -1.807 0.806 0.551
H 0.574 1.931 -1.004
H -1.627 0.474 -2.239
H 0.032 0.297 -2.645
H -1.004 -1.829 -2.056
H -1.326 -1.295 -0.451
H 0.791 -2.158 -0.115
H 1.293 -0.767 -0.662
O 1.832 -2.112 2.263
H 2.067 -1.166 2.280
H 2.702 -2.531 2.310
```

Values from the calculation:
2S+1: 1
Orbital gap, eV: 9.61
Highest occupied orbital energy, eV: -8.9
Energy relative to the best compared isomer or geometry (same formula, charge and spin), kcal per mole: 30.9

=====

Let's list E_tot in order: -2224.1120; -328.2696 hartree.